Computed, not measured: a 4-piece molecular cluster, C16H39N3O5 overall, with ωB97M-V/def2-TZVPD.

The geometry in XYZ format:
```
63
Properties=species:S:1:pos:R:3:forces:R:3
O 7.7688 -23.2160 -18.0291 -0.560 0.736 0.699
C 7.7922 -24.2601 -18.5895 1.195 -0.432 -1.363
O 8.5971 -25.2637 -18.1761 0.194 -0.185 0.556
C 8.6535 -26.3721 -19.0721 -0.265 0.289 -0.673
C 7.7342 -25.9971 -20.2503 -1.046 -1.046 -0.131
C 7.1690 -24.6264 -19.9327 0.023 0.118 0.544
H 8.3139 -27.2630 -18.5495 0.002 0.003 0.074
H 9.6687 -26.5267 -19.4336 0.179 0.183 0.344
H 6.9208 -26.7265 -20.2950 0.010 0.030 -0.020
H 8.2053 -26.0709 -21.2287 0.296 0.256 0.120
H 6.0919 -24.5719 -19.7639 -0.047 -0.210 -0.344
H 7.4421 -23.8938 -20.6885 -0.067 0.250 0.196
C 5.0075 -26.7008 -17.3272 0.537 1.059 0.045
C 3.9405 -25.8052 -16.6183 0.544 -0.571 -1.022
C 4.6896 -24.5301 -16.2583 0.723 0.480 -0.119
O 3.9895 -23.5095 -15.5950 -0.909 -0.475 0.189
C 4.7049 -22.2975 -15.5514 0.034 -0.117 -0.469
N 2.7458 -25.6465 -17.4928 0.492 0.518 0.826
H 5.0147 -26.5970 -18.4152 -0.949 -0.543 -0.017
H 4.9082 -27.7029 -16.9255 0.235 -0.306 -0.610
H 6.0282 -26.3232 -17.1637 -0.079 -0.282 0.797
H 3.6426 -26.4029 -15.7584 0.002 0.485 0.437
H 5.1218 -24.0675 -17.1625 -0.167 -0.331 -0.300
H 5.5791 -24.8254 -15.6852 -0.113 -0.005 0.236
H 4.9956 -21.9989 -16.5681 0.133 -0.007 0.077
H 5.6094 -22.4028 -14.9447 -0.024 0.166 0.063
H 4.0374 -21.5300 -15.1680 0.066 -0.066 0.251
H 1.9672 -25.9972 -16.9465 -0.214 0.119 -0.291
H 2.5904 -24.6433 -17.5689 -0.226 -0.112 -0.142
C 13.1813 -26.6161 -21.5061 -0.630 0.488 1.471
C 11.8532 -26.3295 -22.2185 0.455 -0.752 -0.959
C 11.3419 -24.9126 -22.0422 -0.142 0.634 -0.369
O 11.4459 -24.4690 -20.7142 0.419 -0.201 -0.028
C 10.7343 -23.2823 -20.4469 -0.089 -0.420 0.590
N 12.1321 -26.5083 -23.6417 0.261 0.387 -0.913
H 13.4683 -27.6665 -21.4992 -0.097 -0.054 -0.413
H 13.0666 -26.3472 -20.4484 -0.026 -0.103 -0.066
H 14.0070 -25.9985 -21.8519 -0.122 -0.018 -0.451
H 11.0732 -27.0531 -21.9498 0.096 0.104 0.692
H 10.3028 -24.7878 -22.3824 -0.169 -0.463 0.041
H 11.8983 -24.2745 -22.7441 0.335 0.113 0.279
H 10.8845 -22.4969 -21.1909 0.012 -0.078 -0.110
H 11.0760 -22.9389 -19.4716 0.028 0.139 -0.071
H 9.6755 -23.5327 -20.3296 -0.115 0.313 -0.290
H 12.4619 -27.4264 -23.8950 0.003 -0.132 0.259
H 11.4125 -26.2514 -24.3055 -0.244 0.029 0.351
C 6.0331 -26.0620 -23.7959 -0.299 0.099 0.074
C 4.8369 -25.7392 -24.7031 0.071 1.026 1.100
C 4.4018 -26.8834 -25.5759 0.259 -0.201 0.042
O 5.4568 -27.1669 -26.4665 0.101 -0.044 -0.018
C 5.1309 -28.1665 -27.3915 -0.544 -0.514 -0.084
N 3.7031 -25.4041 -23.8253 -0.945 -0.126 -0.666
H 6.0017 -27.0741 -23.3867 0.075 -0.167 -0.429
H 5.9591 -25.4456 -22.8966 0.149 0.319 -0.167
H 6.9657 -25.8430 -24.3128 0.111 -0.296 0.132
H 5.1196 -24.8739 -25.3171 0.004 -0.176 -0.211
H 3.4877 -26.6785 -26.1453 -0.069 0.278 0.035
H 4.1695 -27.7115 -24.8915 0.122 -0.274 -0.242
H 5.9945 -28.4072 -28.0040 0.164 0.095 0.120
H 4.3080 -27.8887 -28.0628 0.045 0.343 0.015
H 4.7768 -29.0731 -26.8862 0.225 -0.101 0.082
H 3.8104 -24.5576 -23.2803 0.572 -0.055 0.007
H 2.9085 -25.1888 -24.4296 -0.015 -0.199 0.242
```
Positions in Å, forces in eV/Å.

For the lowest unoccupied orbital energy, the calculation gives 0.602 eV. Its charge is 0. As for the SMILES: COC[C@H](C)N.COC[C@H](C)N.COC[C@H](C)N.O=C1CCCO1. The value obtained for the HOMO-LUMO gap is 9.81 eV.

Charge distribution, Mulliken scheme, values in e: O -0.625; C 0.172; O -0.403; C -0.408; C -0.398; C -0.367; H 0.345; H 0.185; H 0.375; H 0.210; H 0.489; H 0.434; C -1.220; C 0.599; C -0.752; O -0.391; C -0.654; N -0.751; H 0.293; H 0.349; H 0.175; H 0.402; H 0.135; H 0.411; H 0.297; H 0.288; H 0.261; H 0.276; H 0.290; C -1.454; C 0.905; C -0.831; O -0.352; C -0.443; N -0.693; H 0.420; H 0.286; H 0.363; H 0.043; H 0.382; H 0.432; H 0.372; H 0.240; H -0.087; H 0.227; H 0.182; C -1.022; C 0.502; C -0.788; O -0.288; C -0.753; N -0.748; H 0.329; H 0.056; H 0.379; H 0.264; H 0.379; H 0.357; H 0.250; H 0.293; H 0.317; H 0.233; H 0.232

Computed, not measured: CHLiNaO3 as an isolated structure, with ωB97M-V/def2-TZVPD.

The geometry in XYZ format:
```
7
Properties=species:S:1:pos:R:3:forces:R:3
O -3.3222 1.3900 2.0477 1.524 -1.996 -0.392
C -2.7118 0.4114 1.9174 -1.701 2.019 0.585
H -1.6034 1.3958 0.4947 2.506 -3.146 -0.506
O -0.4496 2.3217 -0.3375 2.280 15.171 -5.893
O -0.6080 1.2615 0.2129 -5.684 -10.911 7.963
Li -0.3901 3.4095 1.3437 2.616 -1.021 -0.379
Na -2.4067 3.4189 0.5421 -1.541 -0.118 -1.377
```
Positions in Å, forces in eV/Å.

For the lowest unoccupied orbital energy, the calculation gives -6.217 eV. Its charge is +1. The relative energy (zero: lowest compared OMol25 entry of this formula, charge and spin) is 36.1 kcal/mol. The value obtained for the HOMO-LUMO gap is 5.37 eV.

Charge distribution, Mulliken scheme, values in e: O -0.262; C 0.296; H 0.152; O -0.899; O -0.041; Li 0.990; Na 0.764

Computed, not measured: an isolated ion of composition C4H9N2 and charge +1, with ωB97M-V/def2-TZVPD.

The geometry in XYZ format:
```
15
Properties=species:S:1:pos:R:3:forces:R:3
C -0.1871 1.6967 -0.9652 -0.155 -5.142 0.578
C -0.7817 -0.8270 -0.8397 0.544 0.957 0.176
C 0.2100 3.1090 -1.0436 -1.212 -1.260 0.828
C 1.0983 -1.6417 0.7796 1.260 -0.286 0.415
N -0.3357 0.5122 -0.8042 0.165 3.317 -0.458
N -0.3466 -1.6474 0.4008 -0.344 0.596 -1.158
H -0.4828 -1.2706 -1.7697 0.134 -0.371 -0.173
H 0.8713 3.3480 -1.8381 0.959 -0.085 -0.445
H 0.5594 3.2921 -0.0325 0.502 0.452 -0.001
H -0.6891 3.6632 -1.1809 -0.717 0.700 -0.061
H 1.2405 -1.8143 1.8523 -0.249 0.369 -0.170
H 1.6532 -2.4755 0.2983 -0.834 0.387 -0.038
H 1.6059 -0.7392 0.4346 -0.412 0.079 0.331
H -1.0712 -1.2873 1.0427 1.080 -0.464 0.552
H -0.5284 -2.6548 0.2702 -0.721 0.752 -0.375
```
Positions in Å, forces in eV/Å.

For the lowest unoccupied orbital energy, the calculation gives -3.393 eV. Its charge is +1. The relative energy (zero: lowest compared OMol25 entry of this formula, charge and spin) is 90.6 kcal/mol. The value obtained for the HOMO-LUMO gap is 8.70 eV.

Charge distribution, Mulliken scheme, values in e: C 0.506; C -0.519; C -0.923; C -0.716; N -0.064; N -0.173; H 0.300; H 0.325; H 0.280; H 0.319; H 0.355; H 0.297; H 0.268; H 0.386; H 0.358

Computed, not measured: a 11-piece molecular cluster, C11H44N22O11 overall, with ωB97M-V/def2-TZVPD.

The geometry in XYZ format:
```
88
Properties=species:S:1:pos:R:3:forces:R:3
C -13.5799 -24.9658 -17.2584 0.755 0.833 0.382
O -12.9895 -24.4116 -18.2030 -0.642 -0.705 0.104
N -14.5945 -24.3911 -16.5780 -0.989 0.309 0.293
N -13.1597 -26.1368 -16.7211 0.275 0.585 -1.189
H -14.8127 -24.6259 -15.6113 0.094 -0.020 -0.380
H -15.0032 -23.5411 -16.9217 0.257 0.035 -0.113
H -13.6773 -26.6158 -16.0048 0.307 -0.230 0.050
H -12.3715 -26.4802 -17.2513 -0.136 -0.757 0.410
C -13.9625 -23.7801 -13.1860 1.100 0.238 0.375
O -15.0254 -24.0701 -13.7357 0.461 0.037 0.143
N -13.5651 -22.4720 -13.0104 -1.678 0.743 -0.940
N -13.0396 -24.6862 -12.7506 -0.635 -0.514 -0.530
H -12.6180 -22.1602 -12.9114 0.346 -0.656 0.048
H -14.0675 -21.9392 -13.7156 0.023 0.392 0.599
H -13.1791 -25.5964 -13.1811 0.132 -0.314 0.611
H -12.6177 -24.5949 -11.8460 0.318 0.010 -0.070
C -10.0626 -30.4859 -16.8321 0.844 -0.950 1.196
O -9.9602 -31.4654 -16.0731 -0.279 0.458 -0.272
N -9.0155 -30.1626 -17.6416 -0.666 0.199 -0.448
N -11.1014 -29.6352 -16.8184 0.046 -0.296 -0.574
H -8.2165 -30.7657 -17.6250 0.045 -0.085 -0.132
H -9.1190 -29.4271 -18.3180 0.239 0.005 0.036
H -11.0391 -28.7841 -17.3697 -0.401 -0.205 0.312
H -11.7936 -29.8119 -16.1185 -0.092 0.204 -0.001
C -10.1332 -26.4729 -18.8756 0.515 2.237 1.023
O -10.7519 -27.2727 -18.1461 0.248 -0.053 -0.982
N -10.7352 -25.6520 -19.7630 -0.252 -1.593 0.050
N -8.8281 -26.1768 -18.6124 -0.563 -1.018 0.296
H -10.1985 -24.8512 -20.0288 -0.497 0.379 -0.199
H -11.7429 -25.6480 -19.6364 0.115 0.789 -0.260
H -8.4289 -26.7544 -17.8865 0.378 0.074 -0.307
H -8.2491 -25.4990 -19.0658 -0.212 0.088 -0.314
C -9.9862 -27.5442 -14.2218 0.223 -0.776 1.116
O -10.4213 -27.4612 -13.0466 0.391 -0.110 -0.707
N -8.8258 -28.1713 -14.5414 -0.667 0.422 -0.201
N -10.7157 -27.0088 -15.2019 -0.920 1.139 -0.106
H -8.4660 -28.8787 -13.9190 0.100 0.160 0.089
H -8.5531 -28.1675 -15.5080 0.135 -0.255 -0.080
H -11.5284 -26.5559 -14.8144 -0.101 0.057 -0.332
H -10.6453 -27.0403 -16.2089 0.610 -0.271 0.255
C -11.3987 -29.3770 -10.2090 -0.276 -0.080 0.184
O -10.5039 -28.6860 -9.7122 -1.635 0.678 -0.173
N -12.1503 -30.2327 -9.4418 0.053 0.072 0.193
N -11.7399 -29.3639 -11.5107 0.217 0.028 0.049
H -12.0871 -30.1821 -8.4428 0.257 -0.054 -0.022
H -12.7015 -30.9619 -9.8481 -0.118 0.000 -0.009
H -11.2526 -28.7453 -12.1666 0.027 -0.031 0.030
H -12.3957 -30.0516 -11.8236 -0.112 0.105 -0.287
C -6.5017 -31.5014 -14.5021 0.701 -0.253 -0.726
O -5.3208 -31.6215 -14.2255 -0.175 0.384 -0.029
N -7.0656 -30.4110 -15.1281 -0.650 -0.706 0.466
N -7.3750 -32.5425 -14.3477 -0.040 -0.460 0.374
H -6.5293 -29.6623 -15.5215 0.151 -0.349 0.329
H -8.0262 -30.5735 -15.3910 0.035 0.449 -0.236
H -8.3654 -32.5261 -14.5151 -0.028 0.357 -0.149
H -6.9986 -33.3379 -13.8656 0.009 0.060 0.088
C -6.2216 -25.6013 -14.3202 0.447 -2.092 0.845
O -5.8617 -26.6513 -13.7806 -0.030 0.479 -0.368
N -6.7550 -25.6029 -15.5575 -0.452 1.201 -1.111
N -6.0842 -24.3808 -13.7422 -0.301 1.061 -0.342
H -6.8600 -26.4041 -16.1631 0.012 -0.285 0.568
H -7.0624 -24.7366 -15.9647 0.003 0.015 0.020
H -6.5905 -23.6425 -14.2004 0.065 0.209 0.207
H -5.9932 -24.2686 -12.7489 0.095 -0.499 0.053
C -14.5965 -27.8127 -13.6382 0.561 1.037 -0.685
O -13.6812 -27.1393 -14.1353 -0.049 -0.863 0.308
N -15.5215 -27.2261 -12.8474 -0.738 -0.375 0.497
N -14.7424 -29.1392 -13.8724 -0.217 -0.024 0.160
H -15.4305 -26.2447 -12.6373 0.088 0.122 -0.444
H -16.4602 -27.5888 -12.8650 0.044 0.002 0.260
H -15.5380 -29.6317 -13.5115 0.087 -0.139 0.027
H -14.0966 -29.6179 -14.4699 0.020 0.101 -0.111
C -6.2207 -28.4312 -17.4862 1.525 0.245 -0.527
O -7.3061 -27.8839 -17.2591 0.415 -0.689 0.164
N -5.9263 -29.0724 -18.6586 -1.243 0.539 0.286
N -5.1827 -28.3671 -16.6169 -1.335 0.139 -0.197
H -5.0694 -29.5579 -18.8325 0.023 -0.125 0.024
H -6.6622 -29.0429 -19.3422 0.242 -0.212 -0.233
H -4.2653 -28.5561 -16.9688 0.300 -0.003 0.630
H -5.4223 -27.9181 -15.7379 0.911 0.064 0.290
C -7.5408 -29.5057 -10.8808 1.249 -0.679 -0.926
O -6.4148 -29.9790 -11.0701 -0.336 0.371 0.393
N -8.3300 -29.9012 -9.8600 1.186 -0.860 0.182
N -8.0778 -28.6149 -11.7687 0.004 -0.905 0.851
H -7.8007 -30.4376 -9.1941 -0.333 -0.077 0.106
H -9.2273 -29.4821 -9.6716 0.317 0.086 0.372
H -9.0007 -28.2919 -11.5202 0.264 0.880 -0.675
H -7.3812 -28.2009 -12.3709 -0.468 0.489 0.040
```
Positions in Å, forces in eV/Å.

For the lowest unoccupied orbital energy, the calculation gives 0.034 eV. Its charge is 0. As for the SMILES: NC(N)=O.NC(N)=O.NC(N)=O.NC(N)=O.NC(N)=O.NC(N)=O.NC(N)=O.NC(N)=O.NC(N)=O.NC(N)=O.NC(N)=O. The relative energy (zero: lowest compared OMol25 entry of this formula, charge and spin) is 18.5 kcal/mol. The value obtained for the HOMO-LUMO gap is 8.00 eV.

Charge distribution, Mulliken scheme, values in e: C 0.556; O -0.741; N -0.321; N -0.207; H 0.153; H 0.251; H 0.235; H 0.057; C 0.630; O -0.733; N -0.532; N -0.192; H 0.231; H 0.257; H 0.085; H 0.234; C 0.470; O -0.735; N -0.259; N -0.171; H 0.293; H 0.125; H 0.257; H 0.067; C 0.560; O -0.844; N -0.461; N -0.227; H 0.198; H 0.274; H 0.102; H 0.229; C 0.389; O -1.031; N 1.083; N 0.115; H 0.294; H -0.624; H 0.047; H 0.126; C 0.629; O -0.760; N -0.400; N -0.143; H 0.239; H 0.139; H 0.254; H 0.162; C 0.482; O -0.709; N 0.033; N -0.337; H 0.109; H -0.060; H 0.162; H 0.219; C 0.691; O -0.651; N -0.012; N -0.473; H -0.171; H 0.189; H 0.164; H 0.276; C 0.450; O -0.426; N -0.405; N -0.374; H 0.177; H 0.193; H 0.173; H 0.189; C 0.347; O -0.126; N -0.457; N -0.447; H 0.173; H 0.239; H 0.195; H -0.037; C 0.365; O -0.744; N -0.330; N -0.161; H 0.174; H 0.264; H 0.085; H 0.212

Q: What is the lowest unoccupied orbital energy in the fourth record?
A: 0.034 eV